The following is a DFT calculation (ωB97M-V with the def2-TZVPD basis set) of C56H44GeOP2STl as an isolated structure in a non-equilibrium geometry.

HOMO-LUMO gap (eV): 5.2959
Charge: +3

Atoms and positions in Å:
Tl (0.23, -0.38, -0.11)
O (-0.30, 3.85, -2.97)
S (0.11, 2.86, -1.94)
C (-1.06, 3.21, -0.60)
C (-1.03, 4.51, -0.05)
C (-2.14, 4.98, 0.67)
C (-3.24, 4.15, 0.92)
C (-3.22, 2.86, 0.43)
C (-2.13, 2.33, -0.26)
P (-2.07, 0.60, -0.71)
C (-2.34, 0.39, -2.43)
C (-1.91, -0.70, -3.16)
C (-2.06, -0.80, -4.53)
C (-2.69, 0.24, -5.18)
C (-3.04, 1.39, -4.52)
C (-2.85, 1.47, -3.14)
C (-3.31, -0.29, 0.31)
C (-3.89, -1.44, -0.22)
C (-4.71, -2.23, 0.58)
C (-4.88, -1.98, 1.93)
C (-4.31, -0.82, 2.44)
C (-3.52, -0.03, 1.65)
C (1.70, 3.37, -1.32)
C (2.09, 4.66, -1.60)
C (3.41, 5.06, -1.44)
C (4.40, 4.17, -1.10)
C (4.02, 2.82, -0.90)
C (2.68, 2.41, -1.04)
P (2.41, 0.64, -0.78)
C (3.54, 0.03, 0.49)
C (3.74, -1.33, 0.49)
C (4.67, -1.89, 1.38)
C (5.36, -1.08, 2.29)
C (5.16, 0.31, 2.21)
C (4.24, 0.85, 1.35)
C (2.72, -0.18, -2.33)
C (3.98, -0.70, -2.60)
C (4.32, -1.14, -3.88)
C (3.33, -1.04, -4.85)
C (2.07, -0.47, -4.61)
C (1.78, 0.02, -3.37)
H (-0.15, 5.12, -0.30)
H (-2.04, 6.00, 1.05)
H (-4.15, 4.48, 1.50)
H (-4.03, 2.20, 0.74)
H (-1.46, -1.55, -2.63)
H (-1.72, -1.64, -5.13)
H (-3.00, 0.11, -6.20)
H (-3.49, 2.22, -5.07)
H (-3.10, 2.43, -2.66)
H (-3.75, -1.76, -1.25)
H (-5.25, -3.06, 0.19)
H (-5.48, -2.63, 2.56)
H (-4.49, -0.50, 3.49)
H (-3.11, 0.83, 2.12)
H (1.40, 5.35, -2.02)
H (3.62, 6.11, -1.63)
H (5.46, 4.45, -1.14)
H (4.76, 2.05, -0.78)
H (3.20, -1.95, -0.17)
H (4.96, -2.93, 1.27)
H (6.16, -1.46, 2.92)
H (5.74, 0.96, 2.85)
H (4.08, 1.92, 1.32)
H (4.67, -0.77, -1.81)
H (5.31, -1.57, -4.09)
H (3.61, -1.32, -5.86)
H (1.32, -0.46, -5.36)
H (0.87, 0.59, -3.15)
C (0.24, -2.47, -0.56)
C (0.32, -3.60, -0.99)
C (0.30, -4.94, -1.48)
C (1.27, -5.90, -1.16)
C (1.22, -7.15, -1.72)
C (0.21, -7.49, -2.59)
C (-0.78, -6.55, -2.94)
C (-0.70, -5.28, -2.41)
H (2.06, -5.61, -0.48)
H (1.96, -7.88, -1.43)
H (0.12, -8.47, -3.00)
H (-1.49, -6.81, -3.66)
H (-1.45, -4.58, -2.71)
Ge (0.28, 1.65, 3.99)
C (0.45, -0.15, 3.46)
C (1.67, -0.87, 3.49)
C (1.71, -2.21, 3.11)
C (0.54, -2.85, 2.67)
C (-0.65, -2.12, 2.62)
C (-0.70, -0.81, 3.03)
C (-1.44, 2.25, 4.49)
C (-2.04, 3.51, 4.32)
C (-3.35, 3.70, 4.78)
C (-3.97, 2.68, 5.50)
C (-3.34, 1.48, 5.75)
C (-2.10, 1.23, 5.20)
H (1.52, 2.49, 3.70)
H (2.64, -0.42, 3.81)
H (2.59, -2.80, 3.23)
H (0.65, -3.88, 2.37)
H (-1.57, -2.56, 2.24)
H (-1.64, -0.29, 3.04)
H (-1.49, 4.33, 3.85)
H (-3.87, 4.65, 4.53)
H (-4.94, 2.79, 5.96)
H (-3.78, 0.73, 6.45)
H (-1.59, 0.30, 5.32)

Results of the Löwdin charge analysis, in e, for atoms 1 through 8:
1. Tl 0.794
2. O -0.416
3. S 0.920
4. C -0.335
5. C -0.037
6. C -0.025
7. C -0.044
8. C -0.087